Record 1
ORCA calculation (ωB97M-V/def2-TZVPD) on a molecular structure, C6H10N2O3S in a non-equilibrium geometry.

Values from the calculation:
**Energy relative to the best compared isomer or geometry (same formula, charge and spin)**: 172.3 kJ/mol
**E_tot**: -967.9608 a.u.
**Kohn-Sham gap**: 9.2 eV
**LUMO level**: 0.00195 Ha

```
! RIJCOSX wB97M-V def2-TZVPD def2/J DEFGRID3
* xyz 0 1
C -1.238 -2.640 -0.970
C 0.887 0.791 -0.175
C -0.388 -1.284 0.800
C 1.980 0.260 -1.122
C -0.324 -0.201 -0.377
C -1.655 0.590 -0.265
N -1.127 -2.439 0.350
N -0.320 -0.851 -1.568
O -1.855 -3.201 -1.814
O 1.719 -2.369 -1.315
O 1.472 -1.070 -3.390
S 1.264 -1.125 -1.959
H 1.292 0.858 0.858
H 0.519 1.808 -0.481
H 0.568 -1.587 1.031
H -0.978 -0.888 1.568
H 2.329 0.989 -1.771
H 2.755 -0.135 -0.475
H -1.966 0.591 -1.340
H -1.573 1.626 0.118
H -2.356 -0.035 0.321
H -1.111 -3.275 0.938
*
```

=====

Record 2
ORCA calculation (ωB97M-V/def2-TZVPD) on C18H21FN2O3S in the gas phase in a non-equilibrium geometry.

Values from the calculation:
**Energy relative to the best compared isomer or geometry (same formula, charge and spin)**: 77.6 kJ/mol
**E_tot**: -1531.8025 a.u.
**Kohn-Sham gap**: 8.8 eV
**LUMO level**: 0.01749 Ha

```
! RIJCOSX wB97M-V def2-TZVPD def2/J DEFGRID3
* xyz 0 1
C -0.310 1.839 0.049
C -1.358 0.797 -0.068
C -1.304 -0.559 -0.273
N -2.577 -1.049 -0.274
C -3.353 -0.022 -0.091
C -4.797 -0.008 -0.021
C -5.551 -1.180 -0.119
C -6.932 -1.158 -0.055
C -7.589 0.049 0.111
C -6.861 1.225 0.213
C -5.483 1.197 0.147
H -4.912 2.109 0.225
H -7.372 2.167 0.343
H -8.666 0.070 0.161
H -7.474 -2.087 -0.136
F -4.945 -2.365 -0.277
O -2.663 1.137 0.040
C -0.136 -1.449 -0.423
H 0.657 -0.990 -1.010
H -0.445 -2.397 -0.852
S 0.541 -1.822 1.270
O 1.193 -0.576 1.716
C 1.929 -2.905 0.682
C 2.824 -2.210 -0.332
O 2.991 -2.646 -1.453
N 3.407 -1.103 0.160
H 3.017 -0.704 1.008
C 4.233 -0.230 -0.646
H 4.544 -0.819 -1.512
C 3.463 1.034 -1.055
C 3.680 1.978 0.122
C 5.160 1.778 0.446
H 5.765 2.388 -0.226
H 5.401 2.064 1.469
C 5.424 0.286 0.185
H 5.481 -0.272 1.120
H 6.363 0.139 -0.345
H 3.061 1.672 0.966
H 3.443 3.013 -0.119
H 3.903 1.454 -1.960
H 2.413 0.821 -1.248
H 2.496 -3.166 1.575
H 1.486 -3.798 0.248
H -0.744 2.746 0.460
H 0.119 2.067 -0.927
H 0.481 1.486 0.706
*
```

=====

Record 3
ORCA calculation (ωB97M-V/def2-TZVPD) on CH3N3S in the gas phase in a non-equilibrium geometry.

Values from the calculation:
**Energy relative to the best compared isomer or geometry (same formula, charge and spin)**: 204.4 kJ/mol
**E_tot**: -602.2171 a.u.
**Kohn-Sham gap**: 9.3 eV
**LUMO level**: 0.02070 Ha

```
! RIJCOSX wB97M-V def2-TZVPD def2/J DEFGRID3
* xyz 0 1
C -0.514 -0.685 -0.149
N 1.499 -0.683 -0.038
N 1.702 0.491 -0.023
N 0.960 1.484 -0.122
S -0.883 1.002 0.052
H -0.596 -1.087 -1.251
H -0.812 -1.300 0.557
H 0.980 2.286 0.465
*
```

=====

Record 4
ORCA calculation (ωB97M-V/def2-TZVPD) on 3 unconnected molecules or ions with the total composition C4H15N2O2 in a non-equilibrium geometry.

Values from the calculation:
**Energy relative to the best compared isomer or geometry (same formula, charge and spin)**: 128.1 kJ/mol
**E_tot**: -421.1447 a.u.
**Kohn-Sham gap**: 10.1 eV
**LUMO level**: -0.10402 Ha

```
! RIJCOSX wB97M-V def2-TZVPD def2/J DEFGRID3
* xyz 1 1
C -2.488 0.402 0.159
C -1.504 1.220 -0.674
C -0.180 0.539 -0.622
C 0.478 -0.056 -1.595
N 1.617 -0.948 -1.132
N -2.182 0.483 1.576
H -2.466 -0.655 -0.109
H -3.467 0.826 -0.104
H -1.404 2.217 -0.229
H -1.969 1.403 -1.637
H 0.166 0.531 0.404
H 0.321 -0.093 -2.659
H 1.271 -1.903 -1.182
H 2.442 -0.750 -1.681
H 1.782 -0.699 -0.155
H -2.064 1.442 1.849
H -2.830 0.089 2.248
H -0.174 -2.399 1.903
H -0.649 -1.073 1.482
O -0.040 -1.768 1.190
H 3.665 0.987 1.196
H 4.184 0.758 -0.190
O 3.423 0.581 0.353
*
```

=====

Q: Among the records above, which one has the highest LUMO level?
A: CH3N3S